1.
{"formula": "C9H14", "method": "wB97M-V/def2-TZVPD", "species": ["C", "C", "C", "C", "C", "C", "C", "H", "H", "H", "H", "H", "H", "H", "H", "C", "C", "H", "H", "H", "H", "H", "H"], "positions_angstrom": [[-1.510, -2.356, -0.370], [-0.547, -1.332, -0.898], [0.712, -1.745, -1.345], [1.622, -0.812, -1.803], [1.320, 0.549, -1.828], [0.066, 0.958, -1.399], [-0.864, 0.020, -0.960], [-2.549, -2.043, -0.482], [-1.424, -2.465, 0.714], [-1.446, -3.291, -0.926], [0.942, -2.802, -1.359], [2.622, -1.097, -2.106], [2.107, 1.262, -2.045], [-0.292, 1.968, -1.544], [-1.784, 0.335, -0.477], [0.350, 0.918, 2.349], [-0.129, 2.304, 1.851], [-0.003, 0.720, 3.356], [0.066, 0.107, 1.678], [1.441, 0.902, 2.413], [-0.689, 2.208, 0.928], [0.764, 2.901, 1.672], [-0.775, 2.793, 2.580]], "de_lowest_kj_mol": 34.4, "orbital_gap_ev": 10.1, "e_lumo_ev": 1.028, "fmax_ev_per_a": 0.90, "smiles": "Cc1ccccc1.CC"}

---

2.
{"formula": "C13H11AsCl2O2S6Tc", "method": "wB97M-V/def2-TZVPD", "species": ["Tc", "Cl", "C", "C", "C", "C", "C", "Cl", "C", "S", "H", "H", "H", "S", "As", "S", "S", "S", "O", "C", "S", "O", "C", "C", "C", "C", "C", "C", "H", "H", "H", "H", "H", "H", "H", "H"], "positions_angstrom": [[2.558, 1.615, 1.932], [1.899, -1.400, -2.655], [2.423, -2.042, -1.098], [2.875, -3.318, -1.094], [3.521, -3.813, 0.079], [3.748, -2.983, 1.282], [3.291, -1.659, 1.092], [3.545, -0.483, 2.525], [2.578, -1.067, -0.102], [1.999, 0.501, -0.047], [2.814, -3.914, -2.090], [4.010, -4.799, 0.192], [4.229, -3.186, 2.225], [-2.614, 4.641, 0.136], [-4.068, 5.337, 1.513], [1.001, 1.767, 3.442], [0.633, 2.732, 1.627], [-2.067, 5.584, 1.865], [3.856, 2.541, 1.614], [-2.408, -1.616, 1.275], [-3.402, -0.191, 0.947], [-3.209, 0.805, 2.049], [-2.584, 0.401, -0.617], [-3.099, 0.156, -1.856], [-2.279, 0.577, -2.955], [-1.216, 1.423, -2.862], [-0.896, 1.785, -1.537], [-1.544, 1.225, -0.483], [-1.408, -1.425, 1.507], [-2.699, -2.315, 0.415], [-3.070, -2.160, 2.102], [-3.854, -0.518, -1.947], [-2.651, 0.247, -3.934], [-0.746, 1.749, -3.773], [0.008, 2.320, -1.275], [-1.172, 1.481, 0.506]], "de_lowest_kj_mol": 150.9, "total_charge": 1, "orbital_gap_ev": 3.3, "e_lumo_ev": -7.200, "fmax_ev_per_a": 6.39}

---

3.
{"formula": "C48H70BF4N12O2S", "method": "wB97M-V/def2-TZVPD", "species": ["C", "C", "C", "C", "N", "C", "C", "C", "O", "C", "F", "F", "F", "C", "F", "C", "N", "S", "B", "C", "O", "C", "N", "H", "H", "H", "H", "H", "H", "H", "H", "H", "H", "H", "H", "H", "H", "H", "H", "H", "H", "H", "H", "H", "H", "H", "H", "H", "N", "C", "C", "C", "C", "H", "H", "H", "H", "H", "N", "C", "C", "C", "C", "H", "H", "H", "H", "H", "N", "C", "C", "C", "C", "H", "H", "H", "H", "H", "N", "C", "C", "C", "C", "H", "H", "H", "H", "H", "N", "C", "C", "C", "C", "H", "H", "H", "H", "H", "N", "C", "C", "C", "C", "H", "H", "H", "H", "H", "N", "C", "C", "C", "C", "H", "H", "H", "H", "H", "N", "C", "C", "C", "C", "H", "H", "H", "H", "H", "N", "C", "C", "C", "C", "H", "H", "H", "H", "H"], "positions_angstrom": [[-4.110, -3.186, 2.923], [-5.251, -2.237, 3.297], [-5.096, -0.820, 2.750], [-3.743, -0.166, 3.046], [-3.107, 0.210, 1.774], [-1.918, 1.053, 1.836], [-2.156, 2.455, 1.233], [-2.929, 3.450, 2.083], [-2.452, 3.531, 3.407], [-4.460, 3.268, 2.075], [-5.003, 4.491, 2.067], [-4.919, 2.655, 1.012], [-4.907, 2.709, 3.156], [-0.978, 0.375, 0.699], [-0.760, 1.068, -0.468], [0.268, -0.327, 1.289], [0.020, -0.210, 2.804], [-0.430, -1.797, 3.465], [1.456, -0.004, 3.373], [1.813, 1.061, 4.469], [2.397, -0.809, 2.913], [-0.937, 0.932, 3.009], [-1.346, 1.162, 4.356], [-4.426, -4.219, 2.925], [-3.611, -2.909, 1.996], [-3.347, -3.119, 3.705], [-5.440, -2.257, 4.363], [-6.156, -2.641, 2.849], [-5.880, -0.219, 3.202], [-5.330, -0.847, 1.689], [-3.839, 0.641, 3.766], [-3.104, -0.910, 3.517], [-3.774, 0.531, 1.088], [-2.670, 2.390, 0.288], [-1.179, 2.903, 1.074], [-2.768, 4.428, 1.630], [-2.938, 4.240, 3.851], [-1.563, -0.472, 0.367], [0.153, -1.374, 1.088], [1.156, 0.152, 0.894], [-1.481, -2.159, 2.683], [1.225, 1.974, 4.407], [2.846, 1.357, 4.311], [1.670, 0.685, 5.477], [3.250, -0.480, 3.236], [-0.265, 1.775, 2.802], [-1.216, 0.364, 4.965], [-0.957, 2.003, 4.750], [-0.510, -0.740, -2.830], [-0.869, -2.060, -2.913], [-0.030, -2.667, -3.809], [0.877, -1.679, -4.279], [0.557, -0.504, -3.655], [-0.957, -0.053, -2.249], [-1.687, -2.446, -2.328], [-0.059, -3.707, -4.093], [1.675, -1.816, -4.991], [0.993, 0.477, -3.724], [3.742, 1.737, -4.015], [4.127, 0.428, -4.151], [5.357, 0.414, -4.748], [5.733, 1.765, -4.979], [4.718, 2.557, -4.515], [2.879, 2.049, -3.612], [3.494, -0.375, -3.813], [5.925, -0.468, -4.991], [6.645, 2.116, -5.433], [4.606, 3.627, -4.497], [-5.464, -3.314, -3.896], [-6.678, -3.212, -3.273], [-6.535, -2.364, -2.208], [-5.182, -1.934, -2.191], [-4.548, -2.536, -3.247], [-5.276, -3.875, -4.708], [-7.535, -3.750, -3.640], [-7.314, -2.082, -1.519], [-4.726, -1.258, -1.485], [-3.530, -2.474, -3.590], [2.976, -4.189, -2.517], [2.672, -4.771, -1.317], [3.849, -5.117, -0.706], [4.904, -4.721, -1.573], [4.332, -4.152, -2.679], [2.305, -3.838, -3.178], [1.648, -4.890, -1.003], [3.945, -5.597, 0.253], [5.961, -4.843, -1.406], [4.772, -3.725, -3.564], [10.123, -0.405, -5.267], [8.778, -0.541, -5.059], [8.487, -1.880, -5.069], [9.705, -2.578, -5.287], [10.696, -1.640, -5.403], [10.615, 0.469, -5.312], [8.149, 0.321, -4.923], [7.509, -2.313, -4.935], [9.838, -3.645, -5.352], [11.754, -1.745, -5.570], [8.525, -3.825, -0.134], [8.224, -4.405, 1.069], [9.403, -4.745, 1.677], [10.456, -4.350, 0.809], [9.883, -3.784, -0.298], [7.852, -3.481, -0.795], [7.202, -4.526, 1.385], [9.500, -5.222, 2.638], [11.513, -4.468, 0.979], [10.320, -3.359, -1.185], [-10.219, 5.196, 2.506], [-9.296, 4.197, 2.649], [-8.127, 4.621, 2.074], [-8.355, 5.929, 1.568], [-9.653, 6.255, 1.852], [-11.168, 5.158, 2.832], [-9.549, 3.276, 3.145], [-7.216, 4.059, 2.022], [-7.646, 6.557, 1.053], [-10.221, 7.146, 1.646], [0.537, 4.544, 6.611], [0.206, 3.949, 7.800], [1.369, 3.598, 8.432], [2.445, 4.002, 7.595], [1.901, 4.584, 6.482], [-0.119, 4.900, 5.939], [-0.824, 3.829, 8.093], [1.442, 3.110, 9.389], [3.498, 3.881, 7.791], [2.362, 5.022, 5.613], [-3.180, 0.811, -4.566], [-4.511, 0.549, -4.753], [-5.105, 1.692, -5.216], [-4.092, 2.686, -5.314], [-2.916, 2.112, -4.910], [-2.501, 0.150, -4.233], [-4.914, -0.425, -4.544], [-6.148, 1.805, -5.458], [-4.213, 3.703, -5.646], [-1.919, 2.513, -4.838]], "total_charge": 1, "orbital_gap_ev": 6.2, "e_lumo_ev": -3.200, "fmax_ev_per_a": 3.59}

---

4.
{"formula": "C15H20N2O4", "method": "wB97M-V/def2-TZVPD", "species": ["C", "O", "C", "C", "N", "C", "O", "C", "C", "C", "C", "N", "C", "C", "C", "C", "O", "C", "C", "O", "C", "H", "H", "H", "H", "H", "H", "H", "H", "H", "H", "H", "H", "H", "H", "H", "H", "H", "H", "H", "H"], "positions_angstrom": [[-4.563, -1.598, 1.657], [-3.904, -0.437, 1.197], [-4.431, 0.101, 0.034], [-3.721, 1.440, -0.220], [-2.311, 1.210, -0.384], [-1.386, 1.856, 0.370], [-1.655, 2.834, 1.040], [-0.004, 1.311, 0.254], [0.253, -0.052, 0.163], [1.552, -0.519, 0.091], [2.627, 0.370, 0.101], [3.938, -0.114, 0.035], [4.251, -1.499, 0.343], [5.764, -1.491, 0.560], [6.226, -0.359, -0.348], [5.032, 0.583, -0.398], [5.056, 1.728, -0.778], [2.370, 1.737, 0.207], [1.072, 2.194, 0.290], [-4.206, -0.812, -1.027], [-5.051, -0.657, -2.139], [-4.495, -2.407, 0.925], [-5.619, -1.388, 1.867], [-4.057, -1.886, 2.576], [-5.526, 0.269, 0.135], [-3.853, 2.102, 0.638], [-4.146, 1.914, -1.113], [-2.065, 0.354, -0.858], [-0.559, -0.765, 0.182], [1.720, -1.583, 0.020], [3.702, -1.824, 1.230], [3.982, -2.149, -0.500], [6.218, -2.449, 0.316], [5.991, -1.253, 1.600], [7.113, 0.163, 0.005], [6.421, -0.708, -1.365], [3.191, 2.435, 0.220], [0.871, 3.250, 0.387], [-6.106, -0.688, -1.843], [-4.834, -1.493, -2.801], [-4.859, 0.283, -2.669]], "de_lowest_kj_mol": 141.1, "orbital_gap_ev": 9.2, "e_lumo_ev": 0.701, "fmax_ev_per_a": 0.54, "smiles": "COC(CNC(=O)c1ccc(N2CCCC2=O)cc1)OC"}

---

5.
{"formula": "C35H28ClIrN7O4S", "method": "wB97M-V/def2-TZVPD", "species": ["Ir", "C", "C", "N", "C", "C", "N", "C", "C", "C", "C", "C", "N", "C", "C", "N", "C", "C", "N", "C", "C", "C", "N", "C", "C", "H", "H", "H", "H", "H", "H", "H", "H", "H", "H", "H", "H", "C", "C", "C", "C", "C", "C", "C", "C", "S", "C", "N", "C", "C", "C", "C", "C", "C", "C", "C", "H", "H", "H", "H", "H", "H", "H", "H", "H", "H", "H", "H", "H", "H", "H", "H", "O", "Cl", "O", "O", "O"], "positions_angstrom": [[0.298, 0.034, 0.072], [1.433, 3.611, -2.213], [1.339, 2.278, -1.818], [0.721, 1.945, -0.690], [0.170, 2.944, 0.052], [0.300, 4.255, -0.368], [0.929, 4.592, -1.489], [-0.661, 2.546, 1.204], [-1.476, 3.369, 1.958], [-2.376, 2.800, 2.863], [-2.437, 1.405, 2.961], [-1.565, 0.637, 2.222], [-0.678, 1.232, 1.415], [-1.495, -0.839, 2.176], [-2.284, -1.685, 2.932], [-2.202, -3.009, 2.832], [-1.331, -3.509, 1.973], [-0.525, -2.691, 1.184], [-0.611, -1.372, 1.296], [-3.269, 3.648, 3.678], [-3.744, 4.864, 3.200], [-4.578, 5.619, 4.013], [-4.940, 5.243, 5.236], [-4.484, 4.081, 5.691], [-3.656, 3.248, 4.952], [1.933, 3.868, -3.138], [1.773, 1.484, -2.405], [-0.124, 5.065, 0.212], [-1.442, 4.442, 1.839], [-3.180, 0.943, 3.595], [-3.009, -1.291, 3.632], [-1.265, -4.585, 1.885], [0.168, -3.088, 0.457], [-3.516, 5.217, 2.202], [-4.974, 6.564, 3.661], [-4.791, 3.800, 6.692], [-3.301, 2.324, 5.392], [-0.494, 0.692, 5.839], [0.971, 0.525, 6.223], [1.434, 1.816, 6.917], [1.085, -0.657, 7.198], [1.868, 0.267, 5.013], [3.235, 0.047, 5.249], [4.112, -0.197, 4.225], [3.610, -0.234, 2.928], [4.524, -0.565, 1.499], [3.108, -0.439, 0.583], [2.001, -0.138, 1.251], [2.260, -0.021, 2.642], [1.391, 0.243, 3.710], [3.003, -0.714, -0.824], [4.080, -1.044, -1.645], [3.847, -1.314, -2.980], [2.547, -1.246, -3.478], [1.478, -0.903, -2.660], [1.698, -0.667, -1.305], [-1.083, 0.859, 6.742], [-0.889, -0.201, 5.344], [-0.634, 1.561, 5.191], [0.828, 1.997, 7.806], [1.335, 2.676, 6.252], [2.474, 1.753, 7.234], [0.401, -0.511, 8.035], [2.088, -0.752, 7.613], [0.829, -1.599, 6.708], [3.613, 0.069, 6.262], [5.164, -0.365, 4.415], [0.348, 0.419, 3.546], [5.085, -1.083, -1.243], [4.667, -1.571, -3.636], [2.359, -1.462, -4.522], [0.488, -0.853, -3.091], [-2.631, -0.543, -2.720], [-2.131, -0.844, -1.443], [-1.615, 0.455, -0.799], [-3.075, -1.431, -0.568], [-0.898, -1.636, -1.498]], "de_lowest_kj_mol": 52.1, "total_charge": 2, "orbital_gap_ev": [6.9, 5.3], "spin_multiplicity": 2, "e_lumo_ev": [-7.246, -8.817], "fmax_ev_per_a": 0.64}

---

6.
{"formula": "C4H5Li2MgO2", "method": "wB97M-V/def2-TZVPD", "species": ["O", "C", "C", "Mg", "Li", "H", "H", "H", "H", "C", "C", "O", "Li", "H"], "positions_angstrom": [[2.237, -0.875, 2.211], [2.161, -2.140, 2.817], [0.818, -2.416, 3.398], [0.702, 0.204, 1.641], [3.943, -0.560, 1.728], [2.916, -2.309, 3.617], [2.408, -2.943, 2.100], [0.104, -2.988, 2.796], [0.485, -1.906, 4.304], [-5.734, -0.113, -0.288], [-4.587, 0.306, -0.456], [-3.393, 0.659, -0.396], [-1.663, 0.778, 0.000], [-6.788, -0.266, -0.160]], "de_lowest_kj_mol": 13.9, "orbital_gap_ev": [4.5, 4.5], "spin_multiplicity": 2, "e_lumo_ev": [-1.890, -1.859], "fmax_ev_per_a": 2.30}

---

7.
{"formula": "C4H4O2", "method": "wB97M-V/def2-TZVPD", "species": ["C", "C", "C", "C", "O", "O", "H", "H", "H", "H"], "positions_angstrom": [[-2.921, 0.110, -0.046], [-1.511, -0.220, 0.135], [-0.274, -0.249, 0.008], [1.166, 0.133, 0.107], [1.677, 1.254, -0.033], [1.996, -0.914, -0.033], [-2.821, 1.025, -0.682], [-3.402, 0.043, 0.914], [-3.426, -0.624, -0.654], [1.509, -1.804, -0.270]], "de_lowest_kj_mol": 177.3, "orbital_gap_ev": 10.8, "e_lumo_ev": 0.476, "fmax_ev_per_a": 4.06, "smiles": "CC#CC(=O)O"}

---

8.
{"formula": "C4H9NO", "method": "wB97M-V/def2-TZVPD", "species": ["C", "N", "O", "C", "C", "C", "H", "H", "H", "H", "H", "H", "H", "H", "H"], "positions_angstrom": [[2.430, -0.646, 1.219], [1.196, -0.109, 0.901], [1.249, 0.152, -0.540], [0.040, 0.827, -0.854], [-1.096, -0.037, -0.991], [-1.668, -0.266, 0.411], [2.573, -0.786, 2.360], [3.404, -0.759, 0.400], [-0.168, 1.709, -0.119], [0.311, 1.275, -1.840], [-0.845, -0.833, -1.724], [-1.797, 0.595, -1.562], [-0.904, -0.792, 1.067], [-2.122, 0.529, 1.013], [-2.603, -0.860, 0.260]], "de_lowest_kj_mol": 464.6, "orbital_gap_ev": 10.4, "e_lumo_ev": 0.907, "fmax_ev_per_a": 7.14, "smiles": "C=NOCCC"}

---

| no. | total energy (eV) |
| --- | --- |
| 1 | -9559.824 |
| 2 | -170837.499 |
| 3 | -95260.889 |
| 4 | -27050.257 |
| 5 | -81545.753 |
| 6 | -14175.392 |
| 7 | -8305.240 |
| 8 | -7827.505 |